# 1
87
Properties=species:S:1:pos:R:3:forces:R:3 method="wB97M-V/def2-TZVPD" lumo_energy_ha=-0.0094 e_homo_ev=-9.2 mol_weight_g_mol=1730.1 charge=0 max_force_ev_per_a=1.6 energy_ha=-40523.8489
Br -5.7784 -3.7548 3.4030 -0.2 0.0 0.2
Br -0.4785 0.5220 4.8799 -0.1 -0.4 0.0
Br -2.2732 0.2336 7.4668 -0.2 -0.2 -0.2
Br -0.6848 3.2946 2.4191 0.1 0.3 -0.2
Br -5.0831 -1.0966 5.0641 -0.3 -0.4 0.0
Br 1.7369 5.2394 1.5736 -0.1 0.0 -0.1
Br 2.2901 2.6409 3.2874 -0.1 0.0 -0.2
Br -3.7910 -5.9131 1.1183 0.0 -0.3 -0.2
Br -2.7247 -3.6548 -0.7727 0.0 -0.1 -0.3
Br -2.6205 2.7265 5.5657 -0.2 -0.2 0.0
Br -6.0151 -0.8766 2.0521 -0.8 -0.5 -0.1
Br 0.9774 -3.6048 -0.7858 -0.1 0.0 -0.1
Br -5.8276 -4.2224 -0.6270 0.1 -0.2 -0.1
Br 2.4356 -6.2917 -1.5620 -0.3 0.1 -0.1
Br 2.4512 -3.8579 -3.5526 -0.3 0.0 -0.2
O 3.4973 -0.1444 -2.6162 0.2 -0.4 -0.2
O 3.9391 1.0215 -0.7889 -0.1 -0.2 0.0
O -3.7599 5.2353 1.0435 0.2 0.2 0.2
O -1.9914 -1.8474 2.2448 0.0 -0.1 0.6
O -0.1603 0.8627 -4.0832 0.0 0.1 -0.3
O -2.3759 0.9058 -4.0749 -0.1 0.0 0.4
O -1.2664 0.0903 -2.2974 0.0 0.0 0.2
O -1.6675 0.1308 1.3342 -0.7 -0.1 -0.3
O -3.4747 -0.2085 2.6261 0.9 1.0 0.1
O 2.3689 -0.8640 4.1642 -0.2 0.0 0.0
O 2.6813 -1.9672 2.2267 -0.2 0.0 0.2
O 4.4008 -0.9778 3.2199 0.2 -0.3 0.1
O 4.6233 -1.1162 -0.9369 0.4 -0.1 -0.3
C -0.6799 -1.9157 1.6528 -0.7 0.0 -1.1
C -2.2276 0.8149 5.6341 0.6 0.9 0.0
C -4.0200 4.1011 0.7311 -0.5 -0.1 -0.1
C -4.0730 -5.0245 -0.5626 -0.1 0.6 0.4
C 6.2292 -2.2926 2.2769 0.0 0.1 -0.2
C 0.2110 0.8707 -6.4781 -0.5 0.4 -0.4
C 3.0924 -1.2375 3.2960 0.1 0.0 -0.3
C -2.0321 1.4259 -5.3410 0.2 0.4 -0.8
C 3.1297 1.9287 -1.6048 1.3 -1.0 -0.1
C 1.1581 3.4399 1.9262 0.2 -0.3 0.5
C 1.3959 -4.7894 -2.2401 0.9 -0.2 0.4
C 3.1028 1.1707 -2.9605 -0.5 0.9 1.0
C -1.2663 0.5833 -3.3783 -0.1 -0.2 -0.2
C -4.1864 2.9789 1.7258 0.3 0.2 -0.7
C 4.9656 -1.5278 1.9998 -0.5 0.6 0.0
C -0.7246 -0.7310 0.6669 0.7 -0.1 0.7
C 3.8223 3.2731 -1.5697 -1.2 0.3 0.5
C -5.0802 -1.9753 3.3421 -0.3 0.1 -0.1
C 4.0804 -0.1676 -1.4005 -0.4 0.8 -0.4
C 3.7992 -2.3379 1.4262 0.5 -0.5 -0.1
C 0.5637 0.0422 0.5538 0.3 0.4 0.0
C -0.5025 1.5408 -5.3330 0.5 -0.4 0.9
C -2.4835 -0.6122 2.1098 1.4 0.6 -0.4
C -4.2650 3.7296 -0.7225 -0.1 0.3 0.1
H 0.4935 -5.2068 -2.6591 -0.1 0.2 -0.1
H 2.0762 1.1513 -3.3144 0.1 -0.1 -0.4
H 0.9547 0.2870 1.5457 0.0 -0.1 0.0
H -0.0230 1.4573 -7.3745 0.1 -0.1 0.0
H 4.9047 3.2366 -1.6302 0.0 -0.3 -0.3
H -3.4813 3.0609 -1.0819 -0.1 -0.1 0.0
H 7.0213 -1.6022 2.5607 0.1 -0.1 0.1
H -4.1960 3.3483 2.7455 0.0 -0.1 0.1
H 3.7902 1.6298 -3.6702 0.0 -0.2 -0.1
H -5.2364 3.2397 -0.8065 0.1 -0.2 0.0
H -0.1668 -0.1374 -6.6420 0.1 -0.1 0.1
H -2.5053 2.3942 -5.4956 -0.1 0.0 0.2
H 2.1490 1.9168 -1.1312 -0.1 0.3 -0.2
H 6.5284 -2.7809 1.3465 0.1 -0.1 0.1
H -5.0890 2.4247 1.4726 0.0 -0.1 0.2
H 5.1671 -0.6670 1.3614 0.1 -0.1 0.0
H 0.3656 0.9840 0.0333 -0.1 -0.1 0.0
H 1.2902 0.8635 -6.3559 0.0 0.0 0.1
H 4.0063 -3.4109 1.5029 -0.3 0.0 0.3
H 3.5599 3.7073 -0.6021 0.2 0.3 -0.1
H 3.6244 -2.1191 0.3760 -0.2 0.0 0.4
H -2.3727 0.7564 -6.1323 0.0 -0.1 0.1
H 6.0937 -3.0427 3.0546 -0.1 0.0 0.0
H -3.3391 2.3115 1.5379 -0.1 -0.2 0.3
H -1.0996 -1.0075 -0.3164 -0.2 0.0 0.1
H -0.7023 -2.8675 1.1322 0.5 -0.1 0.1
H 0.1338 -1.8241 2.3682 -0.2 -0.1 0.3
H -4.2966 4.6372 -1.3212 0.2 0.0 0.0
H 3.4000 3.9307 -2.3328 0.1 0.0 0.0
H 1.2992 2.8457 1.0365 0.0 0.1 -0.1
H 1.3475 -0.4738 -0.0052 -0.2 -0.2 0.0
H -4.0534 -2.0129 3.0091 -0.5 -0.4 0.3
H -3.9746 -5.7150 -1.3852 0.0 -0.1 0.0
H -0.1444 2.5587 -5.1730 -0.2 0.1 -0.3
H -2.9635 0.3324 5.0045 0.0 -0.2 0.3


# 2
80
Properties=species:S:1:pos:R:3:forces:R:3 method="wB97M-V/def2-TZVPD" lumo_energy_ha=-0.0328 smiles="CCOCCOCCOC[C@]1(C(F)(F)F)[C@@H](OC#N)[C@@](N=C=O)(OCCOCC)S(=O)(=O)O[C@]1(I)C[C@@H](C)Cl.O=C1OCCO1" e_homo_ev=-9.5 mol_weight_g_mol=811.0 charge=0 max_force_ev_per_a=10.7 energy_ha=-3478.3761
I -0.4551 1.9110 -2.1967 0.3 -0.4 0.4
Cl -3.5911 3.6050 1.7903 1.0 0.1 -0.7
S 2.1391 3.3913 -0.4528 1.3 10.6 -0.4
F 0.6103 -1.8819 0.7097 -0.8 3.4 -1.5
F 0.8102 -1.0290 -1.3710 -1.5 1.3 3.5
F -1.1817 -0.7986 -0.2456 3.8 0.6 0.7
O 2.8048 1.0479 -1.9064 -0.5 2.1 0.8
O 1.8857 -3.9205 -2.0705 0.2 -0.4 -0.5
O 5.7068 3.6371 -1.5083 -3.3 -6.1 4.8
O -2.8158 -1.2028 3.7311 0.8 -2.0 -0.5
O 3.0815 -0.4436 0.3460 1.3 -0.9 3.2
O -5.4509 -0.5255 3.2469 0.6 0.9 -1.3
O 0.6063 3.2576 0.2123 1.8 -2.4 -0.1
O -0.5720 -0.1673 2.6309 1.0 -0.2 0.1
O 2.0135 4.2850 -1.6878 0.0 -4.4 2.7
O 2.9495 -5.8617 -2.4654 -0.5 0.4 -0.3
O 1.6232 -4.9578 -4.0697 0.6 -0.1 1.2
O 2.8658 4.2901 0.5627 -1.9 -4.6 -2.1
O 1.5328 0.2853 -4.5307 1.8 -0.8 -0.8
N 4.4537 1.7332 -0.3589 1.3 4.8 -1.8
N 4.3704 -0.8779 2.5920 -2.9 0.3 -5.9
C 0.2434 -0.7055 -0.0705 -0.6 -3.1 -2.0
C -5.2753 0.9220 3.0832 0.6 0.7 0.6
C -3.4835 -2.0443 2.7438 -1.3 0.3 -0.6
C -1.5881 -1.8724 4.1809 0.5 0.7 -1.4
C 2.9714 1.7783 -0.7134 0.5 -4.6 0.8
C 3.4741 -5.3439 -1.2518 0.7 -0.3 0.5
C 0.5590 0.5911 2.1890 0.1 0.5 0.8
C -5.8678 1.7097 4.3645 -0.3 -0.7 -0.5
C 2.4401 -4.3436 -0.8347 -0.1 0.4 0.8
C 2.1081 -4.9176 -2.9713 -0.5 -0.1 -1.2
C 1.3381 -0.7598 -5.5226 -0.8 -1.7 -0.5
C -4.7734 -1.2311 2.1677 0.5 -0.1 0.2
C 3.8142 -0.7680 1.5156 0.4 1.0 2.4
C 0.7494 0.6853 0.5492 0.1 -0.8 1.6
C 5.1287 2.7232 -0.8575 0.7 2.7 -3.4
C -0.0677 1.9975 0.0028 -1.5 -0.4 -0.7
C 0.4558 -1.9591 -4.8423 0.6 0.7 0.3
C 2.9563 0.5386 -4.3072 -0.3 1.0 0.8
C -1.5583 2.1738 0.5755 -1.5 0.5 0.0
C 3.0310 1.7054 -3.1576 0.2 -0.2 -3.8
C 2.3583 0.8117 0.4766 1.0 2.0 0.2
C -2.7289 4.2619 -0.7384 -0.6 -0.6 -0.5
C -2.1071 3.7164 0.6376 -0.4 0.0 -0.3
C -0.3351 -0.8555 3.8856 -0.9 -0.8 1.3
H -1.9622 4.5033 -1.5564 -0.9 -0.3 1.5
H 3.6063 -6.1388 -0.5155 0.0 0.0 -0.2
H -7.0135 1.7720 4.2871 1.7 -0.2 0.3
H -1.4067 4.4375 1.1842 -0.9 -1.1 -1.0
H -1.4297 -2.8089 3.5193 -0.2 1.3 1.3
H -1.6553 -2.1410 5.2971 0.2 0.4 -1.7
H 2.7850 1.3123 1.4421 -1.2 -0.6 -1.6
H 2.2358 2.4782 -3.4877 1.1 -1.3 1.2
H 0.7911 -0.3857 -6.4794 0.9 -0.2 1.8
H -4.1383 1.1287 3.0704 -1.8 -0.3 -0.2
H 4.4452 -4.8824 -1.4550 -0.1 0.0 0.0
H -0.1675 -1.5153 -3.9719 1.0 -0.6 -1.6
H -4.3901 -0.4864 1.3663 -0.8 -1.2 1.2
H 4.0520 2.2074 -3.3154 -1.2 -0.8 0.9
H 1.5043 0.1312 2.6956 -1.4 0.9 -1.2
H 1.6478 -4.7895 -0.2258 0.0 0.0 -0.1
H 3.4074 0.9320 -5.2953 -0.4 -0.5 1.6
H -5.5726 1.1022 5.2979 -0.5 1.1 -1.4
H -5.4662 2.7845 4.4486 -0.4 -1.7 -0.3
H 2.8709 -3.4996 -0.2929 -0.2 0.0 -0.2
H -1.7812 1.7699 1.6178 1.0 0.3 -1.3
H 2.3337 -1.2224 -5.9010 -1.5 1.0 0.8
H -3.8808 -3.0097 3.2251 0.8 1.3 -0.5
H -2.7854 -2.3006 1.8469 -1.1 0.4 1.6
H 0.4142 1.6963 2.5332 0.6 -1.7 -0.5
H 1.1761 -2.7365 -4.3735 -1.5 1.2 -1.0
H -5.7542 1.2651 2.0786 0.8 -0.5 1.7
H 0.6269 -1.4897 3.8777 -1.3 1.1 -0.2
H -0.2504 -2.4235 -5.6230 1.2 0.5 1.3
H -3.4497 5.1582 -0.6186 1.5 -1.4 0.2
H -0.3061 -0.1176 4.7688 0.2 -0.8 -1.4
H -5.5519 -1.9606 1.7158 1.5 1.1 0.6
H -2.3051 1.6320 -0.1365 1.5 0.8 1.4
H 3.5293 -0.3913 -3.9257 -1.0 1.3 -0.7
H -3.3888 3.3976 -1.1618 1.2 1.5 0.7


# 3
76
Properties=species:S:1:pos:R:3:forces:R:3 method="wB97M-V/def2-TZVPD" lumo_energy_ha=0.0674 e_homo_ev=-4.4 mol_weight_g_mol=620.8 charge=-1 max_force_ev_per_a=2.2 de_lowest_kcal_mol=96.6 energy_ha=-2918.9249
K 0.5404 0.8420 0.5040 -1.1 -1.3 -1.5
S -0.6206 3.5135 0.9783 -0.4 -0.4 -0.6
O 3.0272 2.3992 2.8040 0.3 0.6 0.1
O -1.4001 4.2550 1.9447 0.1 0.4 0.6
O -0.5196 4.5988 -0.4650 0.0 -0.7 0.0
O 0.9755 -2.5364 0.0920 0.1 0.5 0.2
O 2.8207 -0.4704 0.9488 -0.1 0.0 0.1
O 0.9819 -1.0574 -2.0769 0.0 -0.1 0.2
O 1.1429 1.4749 -1.6469 0.3 0.3 -0.8
O 1.1664 1.1898 2.5627 0.0 0.0 1.9
N -1.7200 -2.3085 1.0807 0.6 0.5 -0.2
N -3.5922 3.1409 0.7080 0.4 0.3 -0.1
N 0.3852 2.0952 -3.6685 0.0 0.2 0.0
N 1.0444 -4.5040 -0.9808 -0.1 -0.3 0.2
N -1.4460 2.2980 0.3031 1.2 1.0 0.1
N -1.6062 9.9499 0.4782 -0.1 0.3 0.0
N -3.1919 0.8592 0.1633 0.5 0.0 -0.1
C -5.3672 1.5650 0.8345 0.0 0.1 0.0
C 2.4025 1.3711 2.5551 0.9 -0.5 0.3
C -1.3258 8.5845 0.2641 0.0 -0.1 0.0
C -2.0625 6.2937 0.1699 0.2 -0.1 0.0
C -0.7887 5.8901 -0.2324 -0.1 0.8 0.1
C -2.7419 2.1214 0.4162 -1.5 0.0 -0.2
C 4.7229 0.3696 2.0886 -0.4 -0.1 0.0
C -4.4576 0.6159 0.3870 -0.4 -0.2 0.0
C 0.9916 -5.2050 0.2839 -0.1 0.2 0.2
C 0.0880 3.4250 -3.1637 0.0 0.2 0.3
C 2.9308 -0.9567 3.3017 0.0 0.1 -0.3
C 1.0209 -2.4317 -2.3079 0.0 0.1 0.0
C 1.0320 -3.1383 -0.9485 0.0 -0.1 -0.4
C -2.5959 -2.9833 1.3608 -0.2 -0.2 0.0
C -2.3210 7.6243 0.4240 0.1 0.3 -0.1
C -4.8492 2.8517 0.9250 -0.5 -0.2 0.1
C -0.0590 8.1837 -0.1421 -0.1 0.3 0.1
C 0.8006 1.1787 -2.7688 0.2 -0.2 -0.6
C 3.2346 0.0689 2.2085 0.3 0.3 0.5
C 0.0850 1.7906 -5.0425 -0.1 -0.3 -0.1
C 0.2124 6.8517 -0.3795 -0.2 -0.3 0.1
C 0.8496 -0.2834 -3.2329 0.0 0.0 0.0
C 1.3287 -5.3453 -2.1131 0.0 0.1 -0.1
C -3.6907 -3.8612 1.6985 -0.3 -0.2 0.1
H -0.0678 -0.5529 -3.7806 0.1 0.1 0.0
H -5.4985 3.6928 1.1603 0.0 0.0 0.0
H -2.8019 5.5245 0.3265 -0.2 0.0 0.0
H 1.9160 -2.7036 -2.8941 -0.1 0.0 0.1
H -6.4007 1.3308 1.0528 0.0 0.0 -0.1
H 2.3260 -5.7911 -2.0174 0.0 0.0 -0.1
H 3.2449 -0.5855 4.2736 0.0 0.0 0.2
H 0.5967 -6.1572 -2.1587 0.0 0.0 -0.1
H 3.4318 -1.9032 3.0924 0.1 -0.1 0.0
H -0.9094 3.4628 -2.7222 0.0 0.0 0.0
H 1.9778 -5.5781 0.5722 0.0 0.0 0.0
H 0.1678 4.1568 -3.9647 0.0 0.0 -0.1
H -4.1112 -3.5724 2.6609 0.0 0.0 0.0
H 4.8976 0.8963 1.1537 0.1 0.1 0.0
H -0.0106 2.7244 -5.5941 0.0 -0.1 0.0
H -4.7784 -0.4046 0.1811 -0.1 0.0 0.0
H 5.3075 -0.5505 2.0964 0.0 -0.1 -0.1
H 0.7841 3.6739 -2.3662 -0.1 0.0 -0.1
H 0.7200 8.9302 -0.2419 0.1 0.0 -0.1
H 1.2082 6.5313 -0.6437 0.1 -0.1 -0.1
H 1.9106 -0.7706 1.0749 0.5 -0.6 0.0
H -3.3306 -4.8892 1.7551 -0.1 0.0 0.0
H 0.8952 1.2139 -5.4946 -0.1 0.0 -0.1
H 1.2859 -4.7932 -3.0450 0.0 0.0 -0.1
H 0.6426 -4.5056 1.0399 0.0 -0.1 0.0
H -2.3710 10.0876 1.1241 0.1 0.0 0.0
H 0.2994 -6.0457 0.2089 0.0 0.0 0.0
H 0.1235 -2.7621 -2.8596 0.1 0.0 0.0
H -4.4630 -3.7877 0.9333 0.0 -0.1 0.1
H 1.8523 -1.1134 3.3205 0.0 -0.1 0.1
H 1.7095 -0.4301 -3.9106 -0.1 0.0 0.0
H -0.8478 1.2292 -5.1559 0.0 0.0 -0.1
H 5.0293 1.0127 2.9067 0.0 0.0 0.1
H -3.3009 7.9403 0.7584 -0.1 0.0 0.0
H -0.7915 10.4726 0.7702 -0.1 0.0 0.0


# 4
97
Properties=species:S:1:pos:R:3:forces:R:3 method="wB97M-V/def2-TZVPD" lumo_energy_ha="0.0329 / 0.0265" e_homo_ev="-2.4 / -4.7" multiplicity=2 mol_weight_g_mol=1046.6 charge=-1 s_squared=0.753 max_force_ev_per_a=8.3 energy_ha=-7265.9357
As -0.6886 -0.0100 -1.7096 0.3 -0.4 1.6
Ca -4.2475 -1.1898 -3.0224 0.9 2.7 1.3
Ca 0.0737 2.5759 -4.8432 -1.8 -0.7 3.1
F -4.2947 0.1285 0.6860 -1.6 -0.3 -0.6
F -4.6087 2.1449 1.0296 0.1 1.7 -0.1
F -0.3154 -1.6490 -2.5271 0.4 -0.5 -0.5
F -0.1130 1.0008 -3.2086 0.4 0.8 -2.4
F -1.0469 -0.9695 -0.2557 -0.2 -0.1 0.8
F -6.2352 0.8761 1.5020 0.1 -0.5 -0.7
F -1.2280 1.5195 -0.9735 0.2 0.0 0.5
F 1.0512 0.2011 -1.0428 0.2 0.0 0.0
F -2.5025 -0.2634 -2.2461 -0.6 -0.3 -0.3
O 2.8166 2.8876 -1.0450 -0.8 0.6 -1.0
O 1.3219 3.7891 4.6398 -5.3 4.2 1.8
O 2.2025 -5.8186 -0.6463 0.8 1.1 -0.5
O 2.9287 2.5133 5.3882 -0.7 1.8 -2.4
O -1.7860 5.7752 -2.5714 2.6 3.6 -0.1
O 2.3856 2.7111 3.1262 1.6 -0.7 1.5
O -6.0123 2.7001 -1.1802 1.2 -0.3 1.5
O 3.8323 -4.0904 -0.4987 -1.6 -2.1 -1.7
O 3.2914 1.2624 -2.5067 -2.2 1.8 -1.8
O 4.4616 -1.9022 3.4020 0.1 0.7 -0.3
O 3.0671 -0.9256 2.0053 2.2 1.6 -1.8
O 1.6341 2.7546 -3.0215 1.8 -0.3 1.3
O -3.2855 1.6473 -4.6254 2.4 -2.2 -1.3
O -3.3893 -4.6742 -0.0388 -0.6 0.1 -0.1
O -1.5047 0.9626 -5.6884 3.4 1.0 -1.7
O -1.1574 3.7467 -3.0221 4.0 -1.0 -2.0
O -3.0252 4.1343 -2.2062 0.2 0.1 1.0
O -2.8700 -0.4375 -4.9334 -0.8 -3.7 0.2
O -3.3062 -2.8683 -1.4802 -1.3 -0.3 -0.6
O -5.0801 0.9228 -2.0012 -1.1 -2.1 2.0
O 2.3051 -4.1651 -2.1723 -1.3 -2.4 0.0
O -1.5056 -3.8255 -0.6321 1.3 1.0 -1.3
O 5.2938 -0.9603 1.4608 -2.4 -0.3 2.5
N -2.5145 0.7000 -5.0780 -4.9 4.8 2.4
N -1.9146 4.5948 -2.5435 -6.0 -2.7 -0.3
C 2.6895 -4.8167 -1.1034 2.1 0.6 2.1
C -6.8393 3.5497 -0.4286 -1.6 2.4 -1.4
C 1.1470 3.0049 2.4919 1.0 1.0 -0.3
C 2.4562 2.3357 -2.2209 0.3 -0.4 -1.1
C -5.8793 1.3007 -0.8908 2.4 0.2 -3.3
C 1.0870 -1.9766 2.6499 -0.4 0.1 1.0
C 3.2044 -1.7705 4.0553 -0.3 -0.3 2.1
C 2.2567 -1.1360 3.1027 -1.0 -0.7 0.2
C 2.8372 -2.9278 -2.2878 2.1 3.5 0.0
C 4.3801 -1.1704 2.2673 1.1 -0.9 -2.6
C 0.7091 4.1287 3.4029 -0.7 0.6 -1.4
C -6.4755 5.1298 -0.2841 2.0 -1.7 1.1
C -1.1025 -4.9831 0.0570 -0.3 -0.1 0.9
C 0.2081 1.8324 2.4044 0.0 0.4 0.4
C -2.8006 -3.7137 -0.8050 1.0 -1.2 1.7
C 4.5605 2.5308 0.5956 0.6 0.1 1.8
C -2.7604 -6.6961 1.1954 0.5 -1.0 -1.1
C -5.2594 1.1072 0.5521 1.3 -0.5 0.5
C 4.2179 2.6086 -0.8094 -1.6 -3.0 -1.9
C 4.2073 1.1535 -1.5140 2.1 0.6 2.6
C 3.9275 -2.7477 -1.1169 -2.5 -1.7 -1.0
C 5.3664 -2.4320 -1.6214 -1.6 -0.4 1.4
C -2.3817 -5.2921 0.8570 -0.7 0.7 -0.3
C 2.2939 3.0711 4.4771 4.7 -6.8 0.2
H 5.5074 -1.5406 -2.2327 -0.5 0.2 0.3
H 5.8441 -2.3250 -0.6475 1.1 -0.1 -0.5
H -7.0317 5.9297 -0.7727 -0.2 -0.7 -0.4
H 0.3462 -1.8877 3.4445 -0.7 0.7 -0.4
H -2.0562 -7.0680 1.9397 -0.2 0.0 0.2
H -0.1728 1.6187 3.4032 -0.2 0.0 0.2
H 4.8081 3.3354 -1.3675 0.0 0.0 0.0
H 2.7796 -2.7230 4.3722 0.7 -0.3 0.0
H -6.7962 0.7134 -0.9425 -0.7 0.4 0.5
H -3.7929 -6.8562 1.5058 0.1 0.5 0.3
H -7.1313 3.2706 0.5838 0.0 -0.7 -0.3
H 3.9161 0.3546 -0.8320 -0.3 0.3 0.5
H 3.4396 -2.2984 -0.2519 0.8 1.9 -0.6
H -2.6245 -7.3300 0.3192 0.0 -0.1 -0.1
H -5.4017 5.2369 -0.4380 0.1 0.1 -1.0
H -0.7679 -5.7587 -0.6319 -0.3 -0.1 -0.1
H 1.4369 3.4693 1.5493 -0.4 -0.5 -0.4
H 0.6763 0.9082 2.0656 -0.1 0.4 -0.6
H 2.0346 -2.1906 -2.3120 0.0 0.1 0.5
H 5.6259 2.3022 0.5667 0.2 0.2 0.5
H 3.3147 -1.1209 4.9236 0.3 -0.2 0.2
H 5.6735 -3.2698 -2.2474 0.3 -0.2 0.4
H 3.3636 -2.7999 -3.2336 0.0 -0.4 -0.3
H 5.1994 0.8382 -1.8370 0.0 0.4 -0.6
H -0.2338 -4.6974 0.6501 -0.2 -0.1 0.2
H -7.6231 3.5806 -1.1854 -1.5 0.2 1.0
H -6.4373 5.3646 0.7797 -0.7 0.0 0.3
H 1.1296 5.0882 3.1018 -0.1 0.0 -0.1
H 1.1802 -3.0618 2.6921 0.9 -0.1 -0.7
H -0.3783 4.1834 3.3525 0.0 0.1 1.1
H 1.8691 -0.2008 3.5067 0.2 0.2 -0.2
H -0.6170 2.1760 1.7805 -0.1 -0.6 -0.2
H 4.3481 3.4371 1.1627 0.4 0.3 -0.2
H 4.1044 1.7490 1.2029 -0.3 -0.3 -0.6
H 0.8261 -1.5584 1.6777 -0.8 -0.4 0.0
H -2.4425 -4.7592 1.8059 0.3 0.6 -0.2